# C46H39ClN5O2P2Ti

A molecular structure, C46H39ClN5O2P2Ti at a distorted geometry (ωB97M-V with the def2-TZVPD basis set, the OMol25 dataset).

Values from the calculation:
Total charge: +1
Expectation value of S²: 2.02
ΔE to the lowest compared entry with this formula, charge and spin, eV: 0.219
Kohn-Sham gap (spin up / spin down), eV: 6.057 / 6.992
Largest force on an atom, eV Å⁻¹: 1.79
Multiplicity: 3
HOMO energy (spin up / spin down), eV: -8.122 / -9.487

Geometry as XYZ:
```
96
Properties=species:S:1:pos:R:3:forces:R:3
Ti 0.0691 0.2128 0.2584 0.478 -1.587 -0.673
N -4.2796 0.6714 0.4039 -0.312 0.295 0.243
C -3.0566 0.2260 0.1416 0.149 -0.285 -0.090
N -1.9604 0.8060 0.5013 -0.280 0.831 0.202
C -2.0439 2.0474 1.2061 -0.488 -0.307 -0.084
N -0.9826 2.6775 1.5173 0.770 0.054 0.031
N 0.1533 2.0089 1.0741 -0.353 0.973 0.357
C 1.3537 2.5282 1.3600 -0.269 0.001 -0.126
C 2.4400 1.8721 0.7428 -0.247 0.084 -0.151
C 3.7833 2.2876 0.8353 0.019 0.065 0.128
C 4.7394 1.6569 0.0940 0.091 -0.047 -0.051
C 4.3665 0.5997 -0.7618 0.079 0.071 0.024
C 3.0502 0.2304 -0.7937 -0.170 -0.049 0.146
N 2.0836 0.8120 -0.0598 0.503 0.316 -0.166
C -3.3734 2.5670 1.5532 0.245 -0.102 -0.006
C -3.5578 3.7332 2.2910 0.010 0.083 0.038
C -4.8329 4.1653 2.6004 -0.023 -0.008 0.005
C -5.9446 3.4364 2.1786 0.021 0.038 0.002
C -5.7784 2.2763 1.4468 -0.065 0.034 0.045
C -4.4923 1.8557 1.1463 -0.028 -0.376 -0.243
H -5.0708 0.1139 0.1270 -0.012 0.031 0.002
H -2.9993 -0.7046 -0.4141 0.040 0.001 -0.006
H 1.4470 3.4096 1.9802 0.047 0.004 0.012
H 4.0333 3.1113 1.4917 -0.006 -0.018 -0.020
H 5.7730 1.9710 0.1578 -0.011 -0.011 -0.014
H 5.0919 0.0868 -1.3770 0.001 0.010 0.010
H 2.7243 -0.5897 -1.4196 -0.028 -0.011 -0.008
H -2.6827 4.2807 2.6141 -0.025 0.000 -0.004
H -4.9694 5.0712 3.1757 -0.001 -0.018 -0.011
H -6.9425 3.7760 2.4227 0.023 0.000 0.005
H -6.6353 1.6996 1.1177 0.026 0.012 0.003
O 0.3938 -1.7717 -0.5435 0.312 -0.180 -0.006
P 0.3363 -2.6620 -1.7483 -0.344 0.288 0.159
C 0.7835 -1.7092 -3.2277 0.027 -0.121 -0.129
P -0.1382 -0.1438 -3.2924 -0.098 0.129 0.246
O -0.5273 0.3486 -1.9285 0.040 0.164 0.024
C -1.6032 -0.4842 -4.2707 -0.044 -0.030 -0.076
C -2.8464 -0.2019 -3.7170 -0.080 -0.032 -0.003
C -4.0035 -0.4707 -4.4376 0.050 0.004 0.030
C -3.9168 -1.0158 -5.7095 0.004 -0.020 -0.017
C -2.6746 -1.2885 -6.2722 0.017 0.003 0.052
C -1.5198 -1.0227 -5.5543 -0.013 0.014 -0.041
C 0.8938 1.0224 -4.1639 0.066 0.100 -0.065
C 1.7216 0.6413 -5.2192 0.039 0.026 -0.014
C 2.4687 1.5967 -5.8912 -0.023 -0.017 0.039
C 2.3915 2.9296 -5.5069 0.000 -0.002 -0.012
C 1.5752 3.3109 -4.4508 -0.007 -0.040 0.023
C 0.8223 2.3602 -3.7766 0.073 -0.020 -0.019
C -1.3278 -3.2537 -2.0175 -0.139 -0.042 -0.072
C -2.2139 -3.1526 -0.9477 -0.010 -0.093 0.049
C -3.5344 -3.5533 -1.1049 0.005 0.004 0.004
C -3.9699 -4.0391 -2.3291 0.001 -0.004 -0.045
C -3.0852 -4.1498 -3.3972 0.025 -0.008 0.028
C -1.7627 -3.7669 -3.2402 -0.070 0.071 -0.023
C 1.4504 -4.0469 -1.6688 0.161 -0.142 0.019
C 2.8101 -3.7966 -1.4600 -0.022 -0.058 0.047
C 3.7023 -4.8514 -1.3796 -0.017 -0.002 0.004
C 3.2443 -6.1587 -1.5060 0.007 0.012 -0.006
C 1.8950 -6.4129 -1.6996 -0.005 0.031 0.015
C 0.9940 -5.3593 -1.7794 0.051 0.013 0.022
H 0.5821 -2.2972 -4.1258 0.088 -0.012 0.001
H 1.8540 -1.5012 -3.1856 0.025 -0.005 -0.012
H -2.8966 0.2306 -2.7258 0.008 0.009 -0.012
H -4.9724 -0.2486 -4.0086 0.018 -0.003 -0.004
H -4.8189 -1.2238 -6.2707 0.014 0.008 0.005
H -2.6088 -1.7028 -7.2700 0.002 0.013 0.020
H -0.5557 -1.2251 -6.0093 -0.006 0.005 0.017
H 1.8016 -0.3995 -5.5150 -0.013 0.024 -0.004
H 3.1164 1.3023 -6.7067 -0.019 0.004 0.012
H 2.9780 3.6738 -6.0305 -0.011 -0.014 0.013
H 1.5298 4.3486 -4.1468 -0.006 -0.022 -0.007
H 0.1977 2.6446 -2.9393 -0.017 -0.006 -0.003
H -1.8506 -2.8066 0.0140 -0.059 0.072 -0.030
H -4.2158 -3.5034 -0.2636 0.035 0.009 -0.006
H -5.0008 -4.3470 -2.4527 0.022 0.002 0.001
H -3.4265 -4.5395 -4.3475 0.010 0.014 0.014
H -1.0786 -3.8604 -4.0768 -0.026 -0.011 0.018
H 3.1705 -2.7827 -1.3237 -0.023 -0.010 -0.024
H 4.7528 -4.6571 -1.2077 -0.013 -0.008 -0.008
H 3.9438 -6.9824 -1.4433 -0.010 0.018 0.006
H 1.5394 -7.4318 -1.7789 0.007 0.018 -0.007
H -0.0608 -5.5639 -1.9090 -0.003 0.017 -0.028
Cl -2.1293 -0.1698 3.5493 0.098 -0.009 -0.004
C -1.6570 -1.7244 2.8989 -0.191 -0.003 -0.074
C -2.5961 -2.7475 3.0018 0.024 0.023 0.017
C -2.2863 -4.0262 2.5715 0.039 0.043 0.000
C -1.0147 -4.2622 2.0578 0.010 0.009 0.024
C -0.1081 -3.2252 1.9436 0.156 -0.085 0.020
C -0.3885 -1.9014 2.3318 0.066 0.012 0.101
C 0.5904 -0.8100 2.1019 -0.524 -0.386 0.197
H -3.5565 -2.5331 3.4535 0.021 0.010 -0.004
H -3.0088 -4.8264 2.6690 0.018 0.019 0.004
H -0.7278 -5.2623 1.7533 0.003 0.028 -0.001
H 0.8827 -3.4289 1.5545 -0.006 -0.002 -0.033
H 1.5867 -1.2308 1.9603 0.062 0.015 -0.010
H 0.5995 -0.0967 2.9257 0.010 0.074 -0.031
```
Positions in Å, forces in eV/Å.